1.
A 3-piece molecular cluster, C2H6O3P overall. Source: OMol25; level of theory: the ωB97M-V functional and the def2-TZVPD basis.

Geometry (Å):
C1 0.555 -0.735 0.881
C2 0.122 0.445 1.660
O1 -2.631 1.074 -0.391
O2 -1.228 -1.477 -1.556
O3 0.100 0.530 2.865
P1 -1.468 0.876 -1.273
H1 -0.239 -1.018 0.168
H2 1.412 -0.455 0.269
H3 0.809 -1.569 1.533
H4 -0.189 1.299 1.028
H5 -0.551 -1.496 -2.233
H6 -2.042 0.880 -2.624

As for the net charge: -1. The calculation puts the energy above the lowest of the compared OMol25 structures with the same formula, charge and spin at 75.2 kcal per mole. The LUMO energy comes out at 4.1 eV. The calculation puts the frontier orbital gap at 8.1 eV. The HOMO energy comes out at -3.98 eV.


2.
A 2-piece molecular cluster, C2H6O4P overall. Source: OMol25; level of theory: the ωB97M-V functional and the def2-TZVPD basis.

Geometry (Å):
C1 -1.907 -0.432 0.351
C2 1.902 0.398 0.694
O1 -0.006 -0.605 -1.626
O2 -0.073 1.941 -1.949
O3 1.915 -1.019 0.679
O4 -1.593 0.772 -0.252
P1 -0.119 0.728 -1.119
H1 -1.399 -1.338 -0.096
H2 -3.029 -0.603 0.289
H3 -1.627 -0.257 1.278
H4 1.790 0.812 1.729
H5 2.740 0.802 0.135
H6 1.405 -1.200 -0.114

As for the net charge: -1. Its spin multiplicity is 3. The calculation puts the energy above the lowest of the compared OMol25 structures with the same formula, charge and spin at 0.0 kcal per mole. The LUMO energy (spin up / spin down) comes out at 4.1 / 3.0 eV. The expectation value of S² is 2.006. The calculation puts the frontier orbital gap (spin up / spin down) at 5.4 / 8.7 eV. The HOMO energy (spin up / spin down) comes out at -1.38 / -5.65 eV.


3.
An isolated ion of composition C2H6O4PS and charge -1. Source: OMol25; level of theory: the ωB97M-V functional and the def2-TZVPD basis.

Geometry (Å):
C1 -1.586 0.617 1.609
P1 -1.597 0.015 -0.098
O1 -1.362 -1.418 -0.410
O2 -2.533 0.731 -0.971
S1 0.554 0.918 -0.566
C2 1.398 0.008 -1.952
O3 0.796 2.341 -0.820
O4 1.504 0.389 0.974
H1 -1.860 0.012 2.427
H2 -0.571 0.848 1.480
H3 -2.110 1.547 1.770
H4 1.139 -0.966 -1.962
H5 0.986 0.596 -2.769
H6 2.458 0.408 -1.930

As for the net charge: -1. The calculation puts the energy above the lowest of the compared OMol25 structures with the same formula, charge and spin at 56.4 kcal per mole. The LUMO energy comes out at 3.5 eV. The calculation puts the frontier orbital gap at 8.6 eV. The HOMO energy comes out at -5.03 eV.


4.
A 2-piece molecular cluster, C2H6O5 overall. Source: OMol25; level of theory: the ωB97M-V functional and the def2-TZVPD basis.

Geometry (Å):
C1 1.129 -0.041 -0.592
C2 -1.073 -0.038 0.165
O1 1.783 -0.929 0.126
O2 1.646 1.183 -0.497
O3 -1.101 -1.175 0.940
O4 -1.827 -0.233 -0.978
O5 -1.191 1.189 0.907
H1 0.925 -0.204 -1.701
H2 1.424 -1.792 0.068
H3 1.908 1.375 0.431
H4 -1.971 -1.472 1.101
H5 -1.948 0.503 -1.660
H6 -0.384 1.215 1.437

The calculation puts the energy above the lowest of the compared OMol25 structures with the same formula, charge and spin at 64.5 kcal per mole. The LUMO energy comes out at 0.6 eV. The calculation puts the frontier orbital gap at 7.7 eV. The HOMO energy comes out at -7.13 eV.


5.
C2H6O8P2S2 as an isolated structure. Source: OMol25; level of theory: the ωB97M-V functional and the def2-TZVPD basis.

Geometry (Å):
O1 -2.782 -0.548 0.244
S1 -2.122 -1.126 -0.830
O2 -2.770 -2.049 -1.626
O3 -1.415 0.091 -1.636
C1 -0.349 0.432 -0.775
P1 0.640 1.873 -1.476
O4 -0.582 2.943 -1.663
O5 1.452 2.393 -0.174
C2 0.358 -0.874 -0.451
P2 1.171 -1.059 1.238
O6 1.334 0.341 1.990
O7 2.605 -1.667 1.022
S2 0.151 -2.253 2.370
O8 -0.721 -1.816 -0.445
H1 -0.704 0.791 0.203
H2 -1.399 2.577 -1.277
H3 0.880 2.602 0.585
H4 1.077 -1.181 -1.207
H5 0.458 0.754 2.089
H6 2.718 -2.223 1.820

The LUMO energy comes out at -0.2 eV. The calculation puts the frontier orbital gap at 9.1 eV. The HOMO energy comes out at -9.33 eV.


6.
C2H6ORb as an isolated structure. Source: OMol25; level of theory: the ωB97M-V functional and the def2-TZVPD basis.

Geometry (Å):
Rb1 2.491 17.190 -10.060
C1 1.306 20.126 -12.802
C2 2.524 20.383 -11.846
O1 2.300 19.999 -10.475
H1 1.548 20.207 -13.862
H2 0.429 20.768 -12.719
H3 0.960 19.109 -12.615
H4 2.702 21.447 -12.008
H5 3.365 19.875 -12.318
H6 2.471 20.776 -9.939

Its spin multiplicity is 2. The calculation puts the energy above the lowest of the compared OMol25 structures with the same formula, charge and spin at 0.0 kcal per mole. The LUMO energy (spin up / spin down) comes out at 0.2 / 0.2 eV. The expectation value of S² is 0.750. The calculation puts the frontier orbital gap (spin up / spin down) at 3.5 / 11.5 eV. The HOMO energy (spin up / spin down) comes out at -3.39 / -11.36 eV.


7.
A 2-piece molecular cluster, C2H6OS overall. Source: OMol25; level of theory: the ωB97M-V functional and the def2-TZVPD basis.

Geometry (Å):
C1 -0.718 1.298 -1.475
O1 -1.121 0.498 -2.262
H1 -1.278 1.461 -0.540
H2 0.225 1.860 -1.595
C2 0.769 -0.905 0.580
S1 -0.226 0.081 1.763
H3 1.463 -1.473 1.188
H4 1.306 -0.253 -0.101
H5 0.168 -1.576 -0.022
H6 -0.589 -0.992 2.465

The calculation puts the energy above the lowest of the compared OMol25 structures with the same formula, charge and spin at 13.8 kcal per mole. The LUMO energy comes out at 0.8 eV. The calculation puts the frontier orbital gap at 10.0 eV. The HOMO energy comes out at -9.26 eV.


8.
A 2-piece molecular cluster, C2H6OS overall. Source: OMol25; level of theory: the ωB97M-V functional and the def2-TZVPD basis.

Geometry (Å):
C1 -0.669 0.009 -2.310
O1 0.346 0.179 -3.063
H1 -1.517 -0.586 -2.573
H2 -0.758 0.290 -1.292
C2 0.301 0.429 2.052
S1 0.563 -0.955 0.759
H3 0.826 0.000 2.938
H4 0.814 1.292 1.780
H5 -0.751 0.845 2.262
H6 0.847 -1.502 -0.552

The calculation puts the energy above the lowest of the compared OMol25 structures with the same formula, charge and spin at 80.8 kcal per mole. The LUMO energy comes out at -0.8 eV. The calculation puts the frontier orbital gap at 8.4 eV. The HOMO energy comes out at -9.19 eV.


Max |F| / eV/A: 2.600 5.484 7.031 5.078 3.024 2.399 0.816 5.341